One molecule with the formula C2HNO. Source: the Open Molecules 2025 dataset; level of theory: ωB97M-V/def2-TZVPD.

Last column: Mulliken charge in e.
Atoms and positions in Å:
N 0.39743 -0.79096 1.83244  -0.266
C -0.11825 0.24054 -0.54836  0.127
C 0.18498 -0.30146 0.80411  0.221
H -0.54307 -0.52675 -1.21313  0.289
O 0.07890 1.37864 -0.87505  -0.371

HOMO level: -11.76 eV
ΔE to the lowest compared entry with this formula, charge and spin: 6.16 kcal/mol
molar mass: 55.0 g mol⁻¹
electronic energy: -206.76319 a.u.
SMILES: N#CC=O